Density functional theory data (ωB97M-V with the def2-TZVPD basis set) for a cluster of 2 separate species, CH3NO2 in total at a distorted geometry.

Geometry as ORCA input:
```
! RIJCOSX wB97M-V def2-TZVPD def2/J DEFGRID3
* xyz -2 1
C -2.726 1.325 -0.321
N -1.566 0.447 0.181
O -0.574 1.021 0.656
O -1.684 -0.710 -0.235
H -3.695 0.765 -0.442
H 13.064 -4.965 -0.251
H -2.817 2.116 0.411
*
```

E_HOMO: 1.6 eV
energy above the lowest of the compared OMol25 structures with the same formula, charge and spin: 46.3 kcal per mole
LUMO energy: 0.219 hartree
Kohn-Sham gap: 4.37 eV